DFT (ωB97M-V/def2-TZVPD) results for a structure of composition C14H30CeNO3P2.

Computed properties:
Kohn-Sham gap (alpha / beta), eV: 6.046 / 6.046
E_LUMO (alpha / beta), eV: -11.74 / -11.74
Calculated total energy, Eh: -1988.785758

Structure (ORCA input):
```
! wB97M-V def2-TZVPD RIJCOSX def2/J DEFGRID3
* xyz 3 1
Ce -0.53 0.62 0.44
P 2.87 0.16 0.17
P -2.95 0.26 -0.82
O -0.42 0.81 2.47
O 0.19 2.33 -0.54
O 1.85 2.26 -5.44
N -0.11 -1.42 -0.89
C -2.61 -1.58 -0.82
C -0.47 1.06 3.88
C 0.50 2.17 4.23
C 4.25 1.07 -0.56
C -1.23 -2.09 -1.25
C 2.45 -1.27 -0.92
C -1.17 -3.27 -2.00
C 1.20 -3.05 -2.05
C -1.89 1.32 4.32
C 0.07 -3.77 -2.40
C 3.45 -0.59 1.72
C -3.27 0.67 -2.56
C 1.11 -1.91 -1.26
C -4.56 0.36 0.00
H -2.32 2.18 3.79
H 2.67 2.04 -4.98
H -0.13 0.16 4.40
H 0.41 2.43 5.29
H -2.86 -1.96 0.19
H 4.51 -0.91 1.64
H 2.20 -3.37 -2.35
H 4.42 1.98 0.03
H 4.03 1.36 -1.60
H -4.18 0.19 -2.94
H -2.41 0.38 -3.18
H 0.31 3.08 3.65
H 1.99 1.27 0.47
H 5.18 0.49 -0.55
H -3.38 1.76 -2.64
H -2.10 -3.80 -2.19
H 3.05 -2.09 -0.45
H 0.15 -4.70 -2.98
H -4.75 1.41 0.26
H -0.18 3.23 -0.55
H -1.94 1.54 5.39
H 2.95 -1.07 -1.86
H 3.34 0.15 2.53
H -3.36 -1.98 -1.53
H 2.83 -1.47 1.93
H -5.38 -0.01 -0.63
H -2.52 0.45 4.14
H 1.54 1.87 4.06
H -4.54 -0.21 0.94
H 1.75 1.51 -6.05
*
```

These are the Löwdin partial charges, in e, on atoms 1 to 6: number 1, Ce, carries 1.3456; number 2, P, carries 0.9630; number 3, P, carries 0.8071; number 4, O, carries -0.3738; number 5, O, carries -0.3423; number 6, O, carries -0.0614

DFT (ωB97M-V/def2-TZVPD) results for the ion C8H10NO2 with charge +1.

Computed properties:
Energy above the lowest of the compared OMol25 structures with the same formula, charge and spin, kJ/mol: 361.9
SMILES: O=C=C1C(=O)[C@H]2CC[N@@H+]1CC2
Kohn-Sham gap, eV: 9.102
E_LUMO, eV: -4.76
Calculated total energy, Eh: -515.712138

Structure (ORCA input):
```
! wB97M-V def2-TZVPD RIJCOSX def2/J DEFGRID3
* xyz 1 1
O -3.77 0.98 0.06
O -1.89 -2.10 -0.07
N -0.22 1.13 0.06
C -1.13 -1.19 -0.02
C 0.68 0.80 1.23
C 0.88 -0.74 1.26
C -2.65 0.80 0.17
C 0.51 0.89 -1.20
C 0.83 -0.58 -1.39
C -1.41 0.27 0.15
C 0.41 -1.35 -0.06
H -0.67 1.99 0.00
H 1.46 1.50 1.21
H 1.90 -0.82 1.35
H 0.36 -0.94 -2.18
H 1.92 -0.92 -1.46
H 0.82 -2.30 0.00
H -0.13 1.13 -2.13
H 0.40 -1.32 1.95
H 1.47 1.57 -0.99
H 0.22 1.20 2.05
*
```

These are the Löwdin partial charges, in e, on atoms 1 to 6: number 1, O, carries 0.3280; number 2, O, carries 0.1772; number 3, N, carries -0.0550; number 4, C, carries -0.3276; number 5, C, carries -0.0208; number 6, C, carries -0.0530

DFT (ωB97M-V/def2-TZVPD) results for a cluster of 6 separate species, C40H66ClF3N2O10 in total.

Computed properties:
SMILES: NCCc1cc(ON=O)cc2c1C(=O)c1cc(Cl)cc(CCOCC(F)(F)F)c1C2=O.CCOCC.CCOCC.CCOCC.CCOCC.CCOCC
Kohn-Sham gap, eV: 8.156
E_LUMO, eV: -0.94
Calculated total energy, Eh: -3185.300739

Structure (ORCA input):
```
! wB97M-V def2-TZVPD RIJCOSX def2/J DEFGRID3
* xyz 0 1
Cl 3.97 -1.48 3.40
F 0.85 -4.17 -2.03
F 2.35 -3.09 -3.19
F 0.22 -2.72 -3.51
O -3.66 -6.06 -3.66
O -0.98 5.94 -3.21
O -1.03 0.75 -2.70
O 3.59 1.82 5.97
O -2.12 0.91 1.71
O 3.18 -4.64 1.07
O -1.88 4.68 -1.69
O 0.01 -1.75 -0.83
O 1.66 3.47 3.52
O -6.42 6.35 -1.43
N 4.25 5.91 0.82
N -1.60 6.03 -2.25
C -0.68 2.66 1.01
C -1.10 4.33 -0.62
C -0.18 -2.61 0.29
C -2.36 -5.58 -3.40
C 1.16 -2.97 -2.57
C -0.98 1.33 1.61
C 0.21 0.57 2.08
C 2.63 2.60 6.67
C 2.53 -0.65 2.93
C 4.55 -4.61 1.45
C 0.32 -0.82 1.98
C -6.62 3.99 -0.73
C 1.16 2.81 2.64
C -1.45 3.13 -0.03
C 0.71 4.64 0.94
C -7.19 5.17 -1.51
C 0.40 3.41 1.51
C 3.23 4.86 0.98
C 1.89 5.48 1.39
C -3.73 -7.31 -4.33
C -1.50 -5.35 -4.64
C 3.23 3.57 7.67
C -0.75 -1.73 1.39
C -5.09 6.25 -1.91
C 1.27 1.33 2.60
C 2.97 -7.09 0.93
C -4.98 5.87 -3.37
C 1.50 -1.41 2.41
C -2.41 0.46 -2.68
C 1.21 -1.87 -1.53
C 4.43 1.00 6.75
C -0.04 5.08 -0.15
C -0.99 1.93 -4.86
C -0.43 0.83 -3.98
C 5.52 -4.57 0.28
C -2.78 -0.86 -3.33
C 2.77 -5.74 0.27
C 3.70 -0.04 7.57
C 2.44 0.72 3.05
C -3.08 -8.46 -3.58
H -2.99 1.29 -3.13
H -2.55 -0.87 -4.40
H 3.75 3.06 8.49
H 6.54 -4.48 0.66
H 5.08 1.61 7.39
H 2.57 -7.87 0.28
H 4.64 -3.70 2.04
H 4.28 6.20 -0.15
H 2.10 3.15 5.89
H -2.24 -1.68 -2.86
H 5.16 5.53 1.01
H -2.51 -4.63 -2.89
H 3.04 0.41 8.32
H -0.49 -0.14 -4.50
H -3.93 5.86 -3.68
H 0.24 6.02 -0.61
H 2.44 4.17 8.12
H -4.80 -7.50 -4.44
H -1.54 -1.14 0.95
H -7.30 3.14 -0.79
H 2.07 -2.06 -0.88
H -4.66 7.24 -1.75
H -2.29 2.56 -0.39
H 1.38 -0.94 -2.07
H 3.27 -5.71 -0.71
H 0.76 -3.08 0.57
H 5.31 -3.71 -0.36
H 4.02 -7.31 1.11
H -7.36 4.88 -2.56
H 3.08 4.30 0.05
H -0.90 2.90 -4.36
H -3.24 -9.39 -4.13
H 1.89 1.95 7.16
H 1.64 -2.48 2.35
H -5.39 4.88 -3.57
H -2.04 1.78 -5.09
H -8.16 5.44 -1.10
H 1.81 6.46 0.93
H -0.88 -3.41 0.03
H 0.62 1.02 -3.79
H -5.52 6.59 -4.00
H 3.94 4.23 7.18
H -6.49 4.26 0.32
H 4.79 -5.46 2.11
H -3.85 -1.04 -3.22
H 1.85 5.60 2.47
H -3.52 -8.56 -2.59
H 3.27 1.28 3.47
H -4.51 5.56 -1.29
H 5.47 -5.47 -0.33
H 3.55 4.16 1.74
H -3.32 -7.23 -5.34
H -1.31 -6.28 -5.17
H -2.68 0.43 -1.63
H 2.44 -7.13 1.88
H 1.71 -5.56 0.09
H -0.44 1.97 -5.80
H -5.65 3.67 -1.12
H -1.83 -6.23 -2.69
H -1.18 -2.35 2.18
H 4.41 -0.68 8.09
H 5.08 0.50 6.02
H 3.08 -0.67 6.92
H -0.55 -4.93 -4.35
H -2.00 -4.66 -5.32
H -2.01 -8.32 -3.46
*
```

These are the Löwdin partial charges, in e, on atoms 1 to 6: number 1, Cl, carries 0.7323; number 2, F, carries 0.1273; number 3, F, carries 0.1371; number 4, F, carries 0.1289; number 5, O, carries -0.1580; number 6, O, carries 0.1340

DFT (ωB97M-V/def2-TZVPD) results for an isolated molecule of C21H34N4O2.

Computed properties:
Energy above the lowest of the compared OMol25 structures with the same formula, charge and spin, kJ/mol: 163.3
SMILES: Cc1ccc(CN2CCN(Cc3c(C)nn(C(C)C)c3C)C[C@H]2CCO)o1
Kohn-Sham gap, eV: 8.992
E_LUMO, eV: 0.69
Calculated total energy, Eh: -1190.084873

Structure (ORCA input):
```
! wB97M-V def2-TZVPD RIJCOSX def2/J DEFGRID3
* xyz 0 1
O 0.60 -2.70 1.38
O -5.07 0.27 -0.58
N 3.75 0.14 -1.54
N 0.21 1.87 0.60
N -2.49 1.14 0.89
N 3.76 -0.29 -0.28
C 2.94 1.18 -1.59
C 4.51 -1.47 0.09
C 3.72 -2.72 -0.29
C -4.38 -0.33 0.41
C -6.40 -0.28 -2.54
C -1.87 2.03 1.84
C -0.86 -0.76 1.23
C 2.69 1.92 -2.85
C 1.43 2.50 0.09
C 2.75 0.21 1.96
C 5.87 -1.43 -0.60
C -4.47 -1.68 0.28
C -0.48 1.11 -0.42
C -0.13 -1.88 0.50
C -1.54 0.24 0.26
C -3.69 0.52 1.42
C 2.96 0.47 0.51
C -5.26 -1.92 -0.88
C -0.72 2.81 1.19
C 2.41 1.44 -0.31
C -5.60 -0.69 -1.36
H -4.04 -2.43 0.92
H 3.53 -2.71 -1.36
H 6.42 -0.54 -0.30
H -4.36 1.34 1.71
H -2.62 2.74 2.19
H 0.61 -1.47 -0.19
H -5.81 0.33 -3.22
H 2.78 -2.76 0.24
H 6.45 -2.31 -0.34
H 3.24 1.44 -3.66
H 1.22 3.16 -0.77
H -0.01 -3.07 2.04
H -3.49 -0.09 2.32
H -0.98 1.77 -1.15
H 3.04 2.95 -2.77
H -0.21 3.40 1.95
H -1.62 -1.20 1.88
H 5.73 -1.40 -1.68
H 4.30 -3.61 -0.05
H 2.35 -0.79 2.11
H 4.65 -1.44 1.18
H -5.54 -2.87 -1.29
H -6.75 -1.16 -3.07
H -2.08 -0.33 -0.50
H -1.14 3.50 0.43
H -1.48 1.49 2.72
H 1.84 3.11 0.90
H -0.85 -2.48 -0.08
H -0.14 -0.21 1.84
H 0.24 0.49 -0.95
H -7.26 0.31 -2.23
H 3.69 0.30 2.51
H 2.05 0.94 2.35
H 1.63 1.93 -3.09
*
```

These are the Löwdin partial charges, in e, on atoms 1 to 6: number 1, O, carries -0.0794; number 2, O, carries 0.0959; number 3, N, carries 0.1336; number 4, N, carries -0.1667; number 5, N, carries -0.1222; number 6, N, carries -0.0912

DFT (ωB97M-V/def2-TZVPD) results for a structure of composition C30H20Cl3NO5S3Ti.

Computed properties:
Expectation value of S²: 0.753
Energy above the lowest of the compared OMol25 structures with the same formula, charge and spin, kJ/mol: 20.4
Kohn-Sham gap (alpha / beta), eV: 6.078 / 6.484
E_LUMO (alpha / beta), eV: 2.26 / 2.26
Calculated total energy, Eh: -5011.005605

Structure (ORCA input):
```
! wB97M-V def2-TZVPD RIJCOSX def2/J DEFGRID3
* xyz -1 2
Ti 0.54 0.93 0.10
Cl -0.13 -1.79 2.94
Cl -3.21 2.37 1.52
Cl -4.39 -0.45 5.97
S 2.72 0.81 -1.39
S -1.17 -1.76 -0.50
S 1.05 3.19 1.00
O -2.02 3.04 -2.17
O 1.98 0.26 1.34
O -0.39 1.81 -1.32
O -0.99 0.50 1.31
O 0.14 -1.04 -0.70
N 3.24 0.66 1.21
C -3.44 -2.89 -3.64
C -0.91 -1.80 -3.22
C -3.66 0.87 3.72
C -1.61 -4.32 0.43
C 5.86 1.39 1.05
C -2.62 -2.60 -4.73
C -1.73 -2.11 -2.16
C -2.28 -0.99 4.36
C 5.10 1.29 -0.08
C 0.40 6.42 -2.18
C -3.00 -2.64 -2.35
C -0.31 5.23 -2.27
C -2.85 1.09 2.62
C -0.94 2.95 -1.63
C -0.12 4.19 -1.37
C -1.71 0.30 2.35
C 0.15 -5.94 0.71
C 1.31 6.57 -1.13
C 5.28 1.12 2.29
C 1.08 -5.02 0.25
C -3.37 -0.16 4.58
C 0.67 -3.75 -0.14
C 3.97 0.76 2.33
C 0.79 4.34 -0.30
C -1.48 -0.76 3.26
C -1.36 -2.04 -4.51
C -0.67 -3.42 -0.05
C 1.49 5.56 -0.22
C 3.74 0.93 -0.03
C -1.19 -5.59 0.81
H 2.19 5.68 0.60
H -4.52 1.51 3.89
H 5.84 1.20 3.21
H -2.96 -2.78 -5.73
H 0.24 7.21 -2.90
H -1.04 5.08 -3.06
H -4.43 -3.30 -3.81
H 1.87 7.49 -1.04
H 3.41 0.54 3.23
H -2.06 -1.80 5.04
H -2.64 -4.03 0.54
H 2.12 -5.29 0.19
H 0.47 -6.93 1.02
H 0.05 -1.34 -3.03
H -0.73 -1.79 -5.36
H -3.65 -2.84 -1.51
H 1.37 -3.00 -0.48
H 6.90 1.69 0.99
H -1.91 -6.30 1.19
H 5.51 1.51 -1.06
*
```

These are the Löwdin partial charges, in e, on atoms 1 to 6: number 1, Ti, carries 0.6748; number 2, Cl, carries 0.7480; number 3, Cl, carries 0.7360; number 4, Cl, carries 0.6085; number 5, S, carries 0.6911; number 6, S, carries 1.0876

DFT (ωB97M-V/def2-TZVPD) results for a cluster of 9 separate species, C46H106N4O14 in total.

Computed properties:
Energy above the lowest of the compared OMol25 structures with the same formula, charge and spin, kJ/mol: 129.0
SMILES: CC1(C)CCCC(C)(C)N1O.CC1(C)CCCC(C)(C)N1O.CC1(C)CCCC(C)(C)N1O.CC1(C)CCCC(C)(C)N1O.OCCO.OCCO.OCCO.OCCO.OCCO
Kohn-Sham gap, eV: 8.787
E_LUMO, eV: 0.55
Calculated total energy, Eh: -3088.370259

Structure (ORCA input):
```
! wB97M-V def2-TZVPD RIJCOSX def2/J DEFGRID3
* xyz 0 1
O 3.88 -1.68 1.27
O 2.80 -6.14 -1.70
O -2.61 2.44 -2.98
O -0.32 0.26 1.71
O -0.76 1.79 -0.74
O 4.17 5.29 -2.40
O 3.61 -3.16 -1.29
O 1.27 -2.53 -2.32
O -2.33 2.32 3.30
O -1.81 -2.14 1.81
O 1.54 -1.73 3.09
O -0.46 -0.54 -2.67
O 4.54 -1.52 4.05
O 0.83 -7.04 -0.24
N -1.47 -0.16 -3.61
N -3.27 2.81 2.37
N -0.93 -2.95 2.51
N 4.64 4.21 -1.52
C 2.45 -2.04 -2.91
C 5.02 4.87 -0.24
C -3.46 4.27 2.70
C -0.60 -4.03 1.63
C -1.67 -2.03 4.58
C 4.32 2.64 0.82
C -2.18 5.04 2.46
C 3.51 3.19 -1.45
C -1.48 3.03 -0.88
C -0.87 -0.15 -4.96
C -4.40 1.90 2.28
C -3.84 4.49 4.11
C 5.02 -0.57 3.06
C -0.06 -5.42 3.78
C -1.52 -3.32 3.85
C -5.76 3.93 1.63
C -1.82 -4.82 1.06
C 3.57 -1.87 -1.91
C 1.63 -6.57 -2.41
C 4.01 5.78 0.52
C 4.07 2.13 -0.58
C -3.72 -0.62 -4.38
C 2.13 3.66 -1.02
C -2.34 -2.58 -3.39
C -2.98 -3.79 3.71
C -3.20 -0.68 -5.77
C 1.48 -0.33 3.29
C -0.20 -1.44 -5.36
C -2.69 -1.04 -3.31
C -3.24 -0.61 -1.98
C 1.09 0.38 1.98
C 3.36 2.62 -2.83
C -1.64 3.36 -2.37
C 0.05 -3.48 0.39
C 0.92 -7.54 -1.54
C -4.50 4.82 1.72
C -5.42 2.50 1.35
C 5.41 3.79 0.76
C 0.34 -4.99 2.37
C -0.59 -4.27 4.57
C 6.19 5.70 -0.56
C 0.12 1.02 -5.06
C -5.12 1.47 3.53
C -1.98 0.14 -5.99
C 5.12 -1.23 1.73
C -3.80 0.59 1.58
H -0.68 3.22 -2.88
H 0.37 -4.34 -0.32
H -1.43 4.65 3.20
H 2.74 1.66 -2.79
H 0.54 -0.22 3.80
H -3.94 -0.27 -6.51
H -3.14 -4.86 3.78
H -0.14 -1.40 -2.72
H 0.54 -5.89 1.80
H -2.54 -4.08 0.64
H -3.12 4.07 4.77
H -0.69 -1.51 4.77
H -3.29 -3.51 2.67
H 5.77 -2.04 1.91
H -4.84 5.79 2.08
H 0.15 -1.94 -4.49
H -3.35 0.47 -1.95
H -2.48 -0.80 -1.22
H 1.34 -4.58 2.41
H 0.59 -1.94 2.85
H 3.57 -1.69 3.95
H -2.44 2.91 -0.42
H 4.67 6.28 1.15
H 3.51 6.46 -0.22
H -2.28 1.26 -5.86
H 0.53 1.07 -6.08
H -2.37 -1.41 3.98
H 0.63 -6.09 4.22
H 5.47 4.19 1.78
H -1.31 -1.34 1.67
H -3.90 5.56 4.28
H -4.14 -1.08 -1.67
H 2.07 3.95 -0.01
H -0.88 1.25 -1.52
H 1.75 4.51 -1.55
H -0.98 -5.98 3.58
H -1.44 -5.39 0.21
H -6.48 4.25 0.81
H -6.30 1.90 1.38
H 1.03 -2.96 0.58
H -3.99 0.42 -4.12
H 3.96 -3.10 -0.40
H 4.55 4.99 -3.25
H -4.61 0.04 1.10
H 3.36 3.02 1.26
H -0.11 -7.81 -1.83
H 6.89 5.21 -1.20
H 4.43 0.37 3.12
H -0.82 3.72 -0.43
H 3.33 -1.19 -1.10
H 1.56 -2.99 -1.52
H -2.37 6.06 2.64
H 6.62 5.95 0.40
H 4.75 1.85 1.43
H -2.09 -2.14 5.54
H -5.07 2.55 0.31
H 0.19 -3.73 5.02
H -1.84 -2.89 -4.34
H -3.99 5.03 0.76
H -4.80 4.04 4.43
H 1.39 1.44 2.10
H -1.67 -2.87 -2.59
H 1.94 -7.18 -3.26
H 5.49 -0.56 1.01
H 3.03 -5.19 -1.76
H -0.80 -2.19 -5.84
H -5.62 0.51 3.30
H -2.10 4.32 -2.51
H -3.74 -3.32 4.29
H -3.06 0.93 0.87
H -2.22 -5.55 1.76
H 5.99 6.65 -1.04
H 2.43 0.01 3.59
H -1.80 5.06 1.45
H -1.16 -4.77 5.49
H -1.72 1.84 2.74
H -1.53 0.04 -6.96
H 1.33 -8.54 -1.57
H 0.90 -5.76 -2.65
H 2.91 -2.69 -3.65
H 4.31 2.43 -3.27
H 0.94 0.83 -4.38
H -0.53 -2.76 -0.17
H -6.29 4.21 2.53
H 6.39 3.34 0.53
H 3.37 5.29 1.26
H -4.60 -1.28 -4.31
H -0.43 0.60 0.76
H 1.43 2.85 -1.24
H 1.50 -0.03 1.06
H 2.15 -1.13 -3.41
H -4.40 1.22 4.34
H 1.67 -6.67 0.03
H 2.82 3.31 -3.47
H -2.17 1.62 -3.27
H 3.27 -1.90 2.02
H -0.45 1.92 -4.77
H 4.47 -1.62 -2.50
H 0.72 -1.32 -5.94
H 4.96 1.79 -1.06
H -3.26 -3.16 -3.31
H -3.09 -1.70 -6.01
H -3.46 -0.16 2.28
H 5.98 -0.30 3.37
H -5.79 2.30 3.79
H 3.43 1.21 -0.68
*
```

These are the Löwdin partial charges, in e, on atoms 1 to 6: number 1, O, carries -0.0795; number 2, O, carries -0.0723; number 3, O, carries -0.1131; number 4, O, carries -0.1204; number 5, O, carries -0.0980; number 6, O, carries -0.0479

> calculated total energy of number 5 (C30H20Cl3NO5S3Ti)?

-5011.005605 Eh

> The lowest calculated total energy belongs to which entry?

C30H20Cl3NO5S3Ti

> The highest calculated total energy belongs to which entry?

C8H10NO2

> Look up the calculated total energy of the fourth one.

-1190.084873 Eh